<1>
ORCA calculation (ωB97M-V/def2-TZVPD) on a structure of composition CH6NOS.

## Properties
total charge = -1
E_HOMO = -0.1187 Eh
gap between HOMO and LUMO = 7.629 eV

```
10
Properties=species:S:1:pos:R:3:nbo_charge:R:1
S -2.3082 -1.0131 0.3028 -0.90
H -2.4822 -2.2396 0.7813 0.10
N 1.5208 0.9636 -0.6967 -0.87
C 0.2179 0.4850 -0.2207 0.08
O 0.2642 -0.2434 0.9621 -0.84
H 2.0254 1.4955 -0.0039 0.34
H 2.1269 0.2084 -0.9745 0.34
H -0.5133 1.2850 -0.0408 0.14
H -0.1985 -0.1434 -1.0389 0.16
H -0.6531 -0.7979 0.9294 0.44
```


<2>
ORCA calculation (ωB97M-V/def2-TZVPD) on a cluster of 2 separate species, CH6NOS in total.

## Properties
total charge = -1
E_HOMO = -0.1065 Eh
gap between HOMO and LUMO = 7.164 eV

```
10
Properties=species:S:1:pos:R:3:nbo_charge:R:1
S 2.2290 -0.8092 1.0155 -1.06
H 2.9073 -1.0044 -0.1174 0.10
N -0.5271 0.0517 -1.2494 -0.85
C -1.0469 -0.0813 0.0801 0.07
O -0.4455 0.9463 0.9992 -0.81
H -1.0221 0.8241 -1.6840 0.33
H 0.4412 0.3274 -1.1761 0.39
H -2.0629 0.2774 0.1592 0.15
H -0.7775 -1.0059 0.5726 0.19
H 0.3045 0.4739 1.4005 0.50
```


Which structure wins on stability? <2> wins.


<1>
ORCA calculation (ωB97M-V/def2-TZVPD) on an isolated molecule of C2H5NO.

## Properties
SMILES = CNC=O
E_HOMO = -0.3534 Eh
gap between HOMO and LUMO = 10.429 eV

```
9
Properties=species:S:1:pos:R:3:nbo_charge:R:1
C -1.0969 0.0742 -0.0671 -0.42
N 0.2314 -0.4263 0.1122 -0.62
C 1.2845 0.2573 0.1327 0.51
O 2.4175 -0.1597 -0.0980 -0.64
H -1.2175 0.8995 -0.7202 0.22
H -1.6444 0.1336 1.0767 0.20
H -1.8400 -0.7877 -0.6248 0.22
H 0.5882 -1.3419 0.0846 0.41
H 1.2771 1.3511 0.1038 0.11
```


<2>
ORCA calculation (ωB97M-V/def2-TZVPD) on a cluster of 2 separate species, C2H5NO in total.

## Properties
SMILES = N=C=O.C
E_HOMO = -0.4108 Eh
gap between HOMO and LUMO = 11.646 eV

```
9
Properties=species:S:1:pos:R:3:nbo_charge:R:1
N -1.9304 0.6567 0.5277 -0.74
C -2.4583 -0.0119 -0.2934 0.84
O -3.3226 -0.6187 -0.7974 -0.50
H -0.9483 0.8524 0.4910 0.40
C 1.7651 -0.1214 0.1047 -0.87
H 1.2992 0.0952 -0.8891 0.21
H 1.4400 0.4998 0.8627 0.21
H 1.2749 -1.1136 0.1760 0.22
H 2.8805 -0.2385 -0.1822 0.23
```


Which structure wins on stability? <2> wins.


<1>
ORCA calculation (ωB97M-V/def2-TZVPD) on an isolated molecule of C2H5NO.

## Properties
SMILES = C=CON
E_HOMO = -0.3247 Eh
gap between HOMO and LUMO = 9.982 eV

```
9
Properties=species:S:1:pos:R:3:nbo_charge:R:1
C 1.5880 0.1761 -0.7118 -0.50
C 0.5306 0.0447 0.1032 0.13
O -0.7632 -0.0177 -0.4344 -0.41
N -1.7699 -0.1297 0.6394 -0.55
H 2.4727 0.0038 -0.2523 0.19
H 1.6792 0.1482 -1.8205 0.22
H 0.5302 -0.2425 1.0985 0.19
H -1.8516 0.8248 0.8529 0.35
H -2.5721 -0.6636 0.2170 0.37
```


<2>
ORCA calculation (ωB97M-V/def2-TZVPD) on an isolated molecule of C2H5NO.

## Properties
SMILES = N[C@H]1CO1
E_HOMO = -0.3416 Eh
gap between HOMO and LUMO = 10.492 eV

```
9
Properties=species:S:1:pos:R:3:nbo_charge:R:1
N -1.2418 -0.0258 0.2045 -0.86
C 0.0119 -0.3939 -0.4204 0.19
C 0.9875 0.5898 0.0288 -0.11
O 0.9710 -1.0835 0.2564 -0.51
H -1.2085 -0.0904 1.2155 0.37
H -2.0534 -0.5159 -0.1537 0.36
H -0.0975 -0.5436 -1.4999 0.17
H 0.9555 0.9971 1.0321 0.20
H 1.6753 1.0660 -0.6633 0.19
```


Which structure wins on stability? <2> wins.


<1>
ORCA calculation (ωB97M-V/def2-TZVPD) on a structure of composition C2H5NO.

## Properties
E_HOMO (alpha / beta) = -0.2949 / -0.3001 Eh
gap between HOMO and LUMO (alpha / beta) = 8.704 / 8.721 eV

```
9
Properties=species:S:1:pos:R:3:nbo_charge:R:1
C 0.2392 0.5961 0.4590 -0.28
C 0.8427 -0.6349 -0.2789 -0.39
N -0.8701 0.2193 -0.1773 -0.05
O -1.9414 0.0260 0.4752 -0.49
H 0.2756 0.3119 1.5514 0.24
H 0.3759 1.6764 0.3711 0.20
H 0.9222 -1.5654 0.2048 0.21
H 1.0173 -0.6219 -1.3208 0.18
H -0.8613 -0.0075 -1.2845 0.38
```


<2>
ORCA calculation (ωB97M-V/def2-TZVPD) on a structure of composition C2H5NO.

## Properties
E_HOMO = -0.3777 Eh
gap between HOMO and LUMO = 9.398 eV

```
9
Properties=species:S:1:pos:R:3:nbo_charge:R:1
C -1.2784 0.0323 -0.0155 -0.63
C 0.2608 0.4028 0.0476 0.56
O 0.6937 1.5242 0.1989 -0.61
N 0.6728 -0.8217 -0.1198 -0.34
H -1.6841 0.4068 0.9262 0.24
H -1.5260 -1.0234 -0.1324 0.25
H -1.6650 0.5986 -0.8648 0.24
H 2.3399 -0.3073 -0.3069 0.15
H 2.1863 -0.8124 0.2667 0.12
```


<3>
ORCA calculation (ωB97M-V/def2-TZVPD) on a cluster of 2 separate species, C2H5NO in total.

## Properties
SMILES = N=C=O.C
E_HOMO = -0.4129 Eh
gap between HOMO and LUMO = 12.005 eV

```
9
Properties=species:S:1:pos:R:3:nbo_charge:R:1
N 1.6367 -0.2511 -0.0857 -0.81
C 1.1007 0.8436 0.0262 0.89
O 0.5424 1.8600 0.1330 -0.49
H 2.6363 -0.2943 -0.1270 0.42
C -1.1859 -0.4089 0.0124 -0.89
H -1.3975 0.1088 0.9530 0.21
H -1.7208 -1.3452 -0.0401 0.21
H -1.4565 0.2427 -0.8242 0.21
H -0.1555 -0.7555 -0.0477 0.24
```


Which structure wins on stability? <3> wins.


<1>
ORCA calculation (ωB97M-V/def2-TZVPD) on an isolated molecule of H2N2O4S.

## Properties
E_HOMO = -0.4057 Eh
gap between HOMO and LUMO = 8.441 eV

```
9
Properties=species:S:1:pos:R:3:nbo_charge:R:1
N -0.7335 0.8638 -0.2362 -1.07
N 0.8726 0.9484 1.6318 0.29
O 2.1523 -0.0306 1.1920 -0.60
O 0.3952 0.5322 2.5965 -0.09
O 1.6652 1.3841 -0.7929 -0.88
O 0.3226 3.0928 0.1831 -0.89
S 0.5102 1.7290 -0.0767 2.36
H 2.2009 0.3933 0.1967 0.48
H -1.4941 1.5220 -0.3193 0.40
```


<2>
ORCA calculation (ωB97M-V/def2-TZVPD) on a cluster of 2 separate species, H2N2O4S in total.

## Properties
E_HOMO = -0.3968 Eh
gap between HOMO and LUMO = 11.398 eV

```
9
Properties=species:S:1:pos:R:3:nbo_charge:R:1
N -1.2680 3.8167 0.4516 0.43
N -0.4931 3.8038 -0.3651 -0.10
O -2.0098 3.7748 1.3662 -0.34
O -0.3405 0.2707 -1.2378 -0.93
O -0.4505 1.0756 1.0084 -0.97
O 1.6843 0.1356 0.1548 -0.92
S 0.6697 1.0571 -0.2030 1.80
H -0.0706 -0.5299 -1.6445 0.51
H -1.0672 0.3526 1.3296 0.52
```


Which structure wins on stability? <2> wins.


<1>
ORCA calculation (ωB97M-V/def2-TZVPD) on an isolated molecule of C2H2OS2.

## Properties
SMILES = O=C(S)C=S
E_HOMO = -0.3497 Eh
gap between HOMO and LUMO = 7.918 eV

```
7
Properties=species:S:1:pos:R:3:nbo_charge:R:1
O 1.4947 1.2594 0.0275 -0.50
C 0.8275 0.2801 -0.0428 0.36
S 1.3149 -1.4494 -0.0618 -0.04
C -0.7292 0.5329 -0.1581 -0.38
S -1.8836 -0.5697 -0.0118 0.17
H -0.0297 -1.6877 0.3092 0.15
H -0.9945 1.6344 -0.0622 0.23
```


<2>
ORCA calculation (ωB97M-V/def2-TZVPD) on a cluster of 2 separate species, C2H2OS2 in total.

## Properties
E_HOMO (alpha / beta) = -0.3376 / -0.3046 Eh
gap between HOMO and LUMO (alpha / beta) = 7.620 / 6.229 eV

```
7
Properties=species:S:1:pos:R:3:nbo_charge:R:1
C 0.7482 1.1422 -0.2954 0.28
C 1.9514 0.3529 0.0922 -0.15
O 0.2645 2.0203 0.3201 -0.50
S 3.2512 -0.4118 0.0263 0.42
S -0.4129 -1.3693 0.1016 -0.37
H 0.6451 0.8108 -1.3452 0.18
H -1.0544 -1.2733 1.3966 0.14
```


Which structure wins on stability? <1> wins.


<1>
ORCA calculation (ωB97M-V/def2-TZVPD) on a structure of composition C2H2OS2.

## Properties
E_HOMO = -0.3262 Eh
gap between HOMO and LUMO = 8.119 eV

```
7
Properties=species:S:1:pos:R:3:nbo_charge:R:1
C -2.8617 0.1237 -0.0622 0.46
C -0.2016 -0.0484 -0.2367 -0.59
O -3.9991 -0.1157 0.0574 -0.45
S -1.2966 -1.6349 0.0547 -0.19
S -1.5554 1.2365 0.0198 0.32
H 0.7388 -0.0701 0.3627 0.25
H 0.1182 -0.0761 -1.2029 0.20
```


<2>
ORCA calculation (ωB97M-V/def2-TZVPD) on a cluster of 2 separate species, C2H2OS2 in total.

## Properties
E_HOMO (alpha / beta) = -0.3068 / -0.2946 Eh
gap between HOMO and LUMO (alpha / beta) = 7.424 / 7.484 eV

```
7
Properties=species:S:1:pos:R:3:nbo_charge:R:1
C 1.7034 -0.7715 0.3266 0.37
C -1.0633 -0.0648 -0.3913 -0.46
O 2.2597 -1.5497 -0.3687 -0.47
S -2.1286 -1.1977 -0.7672 0.16
S -1.0282 1.4287 0.2786 0.17
H 2.2449 -0.0592 1.1338 0.13
H -1.9880 2.2142 -0.2119 0.11
```


<3>
ORCA calculation (ωB97M-V/def2-TZVPD) on an isolated molecule of C2H2OS2.

## Properties
SMILES = O=CC(=S)S
E_HOMO = -0.3333 Eh
gap between HOMO and LUMO = 8.378 eV

```
7
Properties=species:S:1:pos:R:3:nbo_charge:R:1
O 0.5963 -1.9867 -0.6462 -0.47
C -0.2708 -1.3001 -0.2508 0.41
C 0.0225 0.3164 0.3065 -0.41
S 0.1516 0.5187 1.9031 0.10
S 0.1884 1.5062 -1.0504 0.07
H -1.2188 -1.7656 0.2079 0.14
H 0.5309 2.7112 -0.4701 0.16
```


<4>
ORCA calculation (ωB97M-V/def2-TZVPD) on an isolated molecule of C2H2OS2.

## Properties
SMILES = O=C(S)C=S
E_HOMO = -0.3560 Eh
gap between HOMO and LUMO = 7.605 eV

```
7
Properties=species:S:1:pos:R:3:nbo_charge:R:1
O -0.5699 -0.7201 1.9319 -0.50
C -0.2354 -0.1988 0.9276 0.33
S 1.4027 0.4120 0.7701 -0.02
C -1.0656 -0.1246 -0.3403 -0.33
S -0.5879 0.0877 -1.9102 0.17
H 1.2133 0.4082 -0.6229 0.14
H -1.8844 -0.7013 -0.1141 0.20
```


Which structure wins on stability? <4> wins.